Record 1
This record from the OMol25 dataset describes a structure of composition C24H67N5O7 at a distorted geometry. The level of theory is ωB97M-V/def2-TZVPD.

Structure (ORCA input):
```
! RIJCOSX wB97M-V def2-TZVPD def2/J DEFGRID3
* xyz 0 1
O 0.2223 0.5264 -0.4472
O 3.7296 -3.6064 1.0566
O -2.0099 -1.6600 3.9404
O 3.1758 1.0034 -3.9083
O -0.4209 6.4669 0.0801
O 0.1347 -4.0130 1.7462
O -3.4793 1.7830 -1.2833
N -0.3384 -3.8228 3.5876
N 0.7529 2.3475 -1.2139
N -4.9594 1.1491 -3.7129
N 0.5748 -1.4716 0.5464
N 4.4767 -0.9681 2.2863
C 2.1980 -0.2267 2.0617
C -0.9446 0.5401 1.6461
C 1.4272 1.4526 -2.2216
C 0.1562 -2.5992 4.1899
C 3.5952 -4.5881 0.0504
C -3.9642 2.2090 -3.6793
C -3.8608 2.7917 -2.2061
C -1.0455 4.2191 0.3454
C -0.4217 -3.7240 0.4802
C -0.1887 5.2351 -0.4705
C -0.6812 -2.1579 0.2690
C -0.6340 -1.4302 3.6046
C 1.6321 -2.4743 3.7235
C 4.1921 1.4932 -4.7182
C -1.0624 -1.8782 -1.1658
C -2.7672 2.2895 -0.2387
C 2.9727 -2.4272 0.8639
C 2.5184 2.0917 -3.1295
C 0.2279 0.7792 -2.9460
C 3.1439 -1.3997 2.0621
C -2.9393 -0.7972 3.3791
C -0.3425 1.4210 0.5257
C 0.7045 -5.3204 1.9131
C -4.3435 3.3219 -4.6581
H -4.0052 -0.9812 3.5140
H 1.7712 -2.4322 2.6432
H -1.1782 1.1816 2.4958
H 3.6170 -4.2307 -0.9791
H -4.4827 2.9451 -5.6714
H -1.8121 2.7427 -0.5043
H -4.8800 3.0496 -1.9183
H -5.8555 1.5484 -3.4727
H 3.8728 2.3281 -5.3419
H -3.2736 3.7065 -2.1263
H 1.4868 2.8477 -0.7329
H -0.1281 -0.0480 2.0652
H -0.5675 5.1641 -1.4901
H 1.5246 -5.5267 1.2254
H -0.5430 0.4498 -2.2493
H -0.0271 -6.1275 1.8742
H 0.1911 2.9729 -1.7737
H 1.1940 -5.4737 2.8749
H -5.2732 3.8433 -4.4302
H -1.6973 -0.1663 1.2963
H 3.2287 -1.9530 -0.0836
H -1.1177 -0.8330 -1.4702
H -2.6198 1.4583 0.4508
H 1.9257 -2.7011 0.7339
H -1.5229 -1.9008 0.9120
H 2.0213 -1.5324 4.1100
H -0.5723 -1.3542 2.5190
H -0.2429 -3.8555 2.5826
H 2.7308 -5.2483 0.1219
H -2.6529 -0.6948 2.3324
H 0.5087 -0.4655 0.4873
H 0.8660 4.9799 -0.5728
H 2.1018 2.8852 -3.7499
H 0.4228 2.1336 0.8331
H -0.9903 3.1887 -0.0057
H 1.9904 -0.1296 0.9961
H -2.6597 0.1622 3.8144
H 4.3597 -5.3498 0.2034
H 0.8253 -1.6601 1.5066
H 1.9996 0.8042 -1.5583
H 0.2588 -4.1287 -0.2689
H 0.5319 -0.1299 -3.4649
H -3.4981 4.0083 -4.6094
H -0.3446 -0.4516 3.9875
H 1.3166 -0.4050 2.6777
H -1.0733 6.9293 -0.4510
H -0.7470 4.2192 1.3937
H 4.6312 -0.1873 1.6646
H 2.8763 -1.9472 2.9659
H -3.0350 1.7523 -4.0199
H 0.6752 1.0275 -1.1294
H 5.0229 1.8928 -4.1367
H -0.1544 1.5442 -3.6217
H 2.2362 -3.2209 4.2390
H -2.0947 4.5108 0.2985
H 3.3083 2.5893 -2.5670
H 5.1726 -1.6805 2.1176
H 2.6141 0.6901 2.4794
H -0.3690 -2.4448 -1.7873
H 4.5579 0.5955 -5.2167
H -4.7038 0.5500 -2.9409
H -1.3645 -4.2696 0.4397
H -1.1419 2.0435 0.1238
H -3.3084 2.9992 0.3870
H -1.3407 -3.7898 3.7073
H -2.0506 -2.2948 -1.3608
H 0.0558 -2.6842 5.2719
*
```

The HOMO energy comes out at -6.71 eV. For the energy above the lowest of the compared OMol25 structures with the same formula, charge and spin, the calculation gives 21.8101 eV. As for the maximum force: 18.09 eV/A. As for the HOMO-LUMO gap: 6.80 eV.

Record 2
This record from the OMol25 dataset describes a cluster of 6 separate species, C24H67N7O8P in total at a distorted geometry. The level of theory is ωB97M-V/def2-TZVPD.

Structure (ORCA input):
```
! RIJCOSX wB97M-V def2-TZVPD def2/J DEFGRID3
* xyz 1 1
P -5.5912 -0.0949 1.0596
O 2.2512 3.7632 -7.5922
O -8.2637 0.4077 0.8032
O 3.3362 -5.7351 1.4123
O -3.9118 5.0505 -4.4528
O 1.2274 -1.3361 1.2085
O -1.8422 1.1573 0.0763
O -9.5840 -1.1357 1.4169
O 1.9182 -1.2966 5.5651
N 2.0715 -4.6016 -0.8965
N -4.4100 3.0545 -2.4634
N -9.1432 -0.1235 1.7822
N -0.2204 -2.0950 7.3003
N 2.2438 0.3101 -0.9127
N 0.1223 2.9468 -5.8594
N -2.5154 -1.0124 2.8151
C 2.0897 -2.4096 6.4297
C 2.2119 0.8219 0.4613
C 1.5155 2.6622 -5.4925
C 4.1010 -5.4725 0.2469
C 3.0762 -7.1074 1.6553
C 1.6193 -1.4410 8.7558
C 1.1828 0.0732 1.3268
C -4.2538 0.9898 0.3850
C 3.6248 0.7938 1.0334
C -2.5496 -0.7664 1.3596
C 2.8848 -6.7904 -1.5856
C -7.1160 0.9306 1.4575
C 2.9442 4.9419 -7.2177
C 2.4385 2.6612 -6.7224
C 3.2800 -5.4174 -1.0533
C -2.8409 0.7343 1.0023
C 1.9497 3.6376 -4.4035
C -2.0008 3.1399 -2.7373
C -2.8258 5.9260 -4.1959
C -3.3233 2.8686 -3.4342
C -3.5409 3.7063 -4.7028
C 2.6305 -0.1328 5.9507
C 1.1681 -2.4023 7.6615
C 2.1983 -1.9737 2.0277
H 1.5763 -4.9515 -0.0803
H 1.3198 0.4131 -1.3248
H 3.1425 -2.5186 6.7153
H 2.8131 0.4582 5.0511
H -2.6731 1.3084 1.9263
H -1.9951 4.0911 -2.2016
H -0.2077 -1.2339 6.7602
H -7.2898 0.8302 2.5430
H 2.3731 -0.6968 -0.8590
H -4.5305 2.0299 0.6233
H 3.5927 -0.3751 6.4082
H -1.1755 3.1455 -3.4527
H 2.9198 -7.2305 2.7275
H 1.4209 -0.3994 8.5015
H -4.3795 3.2709 -5.2544
H 3.9127 -7.7414 1.3512
H 3.9112 4.7189 -6.7596
H 2.2007 1.7768 -7.3198
H 3.7386 -7.4714 -1.5848
H -1.4416 1.9573 0.4077
H 2.1611 -7.4235 1.1496
H -3.3167 1.8172 -3.7385
H 4.9358 -6.1785 0.1647
H 1.4177 3.4264 -3.4739
H 2.6879 -1.5474 8.9546
H 3.1557 -2.0387 1.5052
H 3.1153 5.5268 -8.1215
H -2.6697 3.6586 -5.3646
H -4.5186 4.0547 -2.3125
H 1.2482 0.3766 2.3809
H 4.1042 -0.1766 0.9066
H -3.3322 -0.6178 3.2694
H -1.9414 5.6610 -4.7810
H 0.1233 3.8041 -6.4074
H -4.2260 0.9445 -0.7154
H 4.2507 1.5281 0.5255
H -3.2102 -1.4773 0.8380
H 2.3382 5.5493 -6.5412
H 2.5265 -6.7071 -2.6122
H 2.3221 -1.4667 2.9878
H -1.5325 -0.9708 0.9983
H 0.1872 0.3574 0.9788
H 3.6217 1.0376 2.0984
H 1.1907 -3.4098 8.0866
H 2.0834 -7.2463 -1.0039
H 1.0859 -1.6500 9.6834
H 3.9103 -4.9454 -1.8130
H 2.0336 0.4789 6.6307
H 2.3474 -3.6609 -0.6261
H 1.8584 -2.9927 2.2156
H 3.0188 3.5486 -4.2019
H -1.7243 -0.4831 3.1639
H -5.2877 2.7838 -2.9009
H -5.9947 -0.9648 0.0084
H -0.1935 2.2410 -6.5194
H 1.8370 -3.2863 5.8268
H -2.5822 5.9390 -3.1309
H 1.7361 4.6743 -4.6657
H 3.4920 2.5703 -6.4329
H 4.5418 -4.4841 0.4072
H -3.1386 6.9323 -4.4748
H 1.8991 1.8712 0.4229
H 1.5526 1.6578 -5.0598
H -0.5496 -2.7920 6.6375
H -1.8021 2.3579 -2.0030
H -6.9284 1.9873 1.2368
H -5.2159 -0.8792 2.1733
*
```

The HOMO energy comes out at -10.68 eV. As for the maximum force: 1.97 eV/A. As for the HOMO-LUMO gap: 7.04 eV.

Record 3
This record from the OMol25 dataset describes a structure of composition C24H68AsF6O10 at a distorted geometry. The level of theory is ωB97M-V/def2-TZVPD.

Structure (ORCA input):
```
! RIJCOSX wB97M-V def2-TZVPD def2/J DEFGRID3
* xyz -1 1
As 13.3541 0.1238 -12.4997
F 13.5314 -1.6994 -12.6118
F 14.8711 0.0800 -11.5646
F 11.7439 0.1949 -13.3581
F 12.4940 -0.0529 -10.9401
F 13.3686 1.8915 -12.3164
F 14.2175 0.3638 -14.1121
O 11.3755 -3.6739 -7.4640
O 16.6576 -0.3308 -7.1189
O 14.9371 -1.0884 -16.0194
O 11.4191 -3.4673 -12.7433
O 13.1203 3.6005 -14.3347
O 7.3755 0.9785 -11.3330
O 19.1384 0.6753 -12.6603
O 15.9288 -4.9777 -12.9760
O 9.0459 0.1303 -14.1849
O 16.8430 1.9857 -11.6695
C 11.3304 4.9826 -15.3142
C 17.6497 -1.3918 -9.0968
C 8.6904 0.5287 -11.0982
C 9.6287 1.7227 -11.2930
C 16.4938 -0.5306 -8.5078
C 15.7432 -4.7265 -10.6593
C 12.8858 -1.0784 -17.0839
C 17.4098 4.2701 -11.0921
C 17.6445 -0.7899 -13.8350
C 17.9609 -4.1779 -11.9972
C 12.1914 -3.7993 -8.5473
C 20.1054 -1.3530 -13.5597
C 18.8790 -0.6719 -12.9411
C 11.9256 -5.1363 -9.2738
C 16.4832 3.3518 -11.8389
C 8.7955 -0.0467 -9.7187
C 11.7459 4.0185 -14.1331
C 11.5692 4.6352 -12.7399
C 14.4023 -0.9215 -17.2541
C 16.4137 -4.2113 -11.9291
C 15.0904 -1.0844 -8.6461
C 12.0951 -2.5364 -9.3729
C 15.0953 -1.9197 -18.2265
C 16.4061 3.6211 -13.3377
H 15.8660 -5.7836 -10.4240
H 17.3835 3.5185 -13.8091
H 15.4718 3.4108 -11.4369
H 16.0089 -3.2003 -11.8842
H 20.0458 -2.4191 -13.3406
H 13.3104 3.0269 -13.5887
H 11.9922 -1.5640 -8.8913
H 9.6384 2.4942 -10.5231
H 18.3387 -5.1771 -11.7807
H 13.1434 -3.8662 -8.0206
H 18.3205 -3.8910 -12.9854
H 17.4594 -1.7622 -10.1041
H 16.1838 -1.9654 -18.1906
H 16.0024 4.6087 -13.5612
H 12.1015 -3.7983 -13.3272
H 10.6589 1.3743 -11.3675
H 18.2954 1.1166 -12.5336
H 11.1858 -2.5470 -9.9739
H 12.4422 -0.8635 -18.0561
H 18.6903 -1.1285 -11.9695
H 17.7765 -2.2689 -8.4621
H 14.5497 -0.5376 -15.3352
H 21.0366 -1.0583 -13.0761
H 17.5971 -0.2282 -6.9505
H 15.8000 2.9145 -13.9046
H 8.1183 -0.8801 -9.5318
H 12.9114 -2.6463 -10.0868
H 18.5949 -0.8491 -9.1114
H 14.6085 -2.8624 -17.9765
H 9.9326 0.3320 -13.8861
H 9.8397 -0.3485 -9.6360
H 18.5335 -3.5849 -11.2839
H 7.3673 1.1866 -12.2702
H 17.4649 -1.8528 -13.9964
H 20.1990 -1.1265 -14.6219
H 14.6636 0.1028 -17.5199
H 9.0889 -0.7844 -14.4638
H 14.3974 -0.2446 -8.5964
H 11.8625 -2.8145 -12.2016
H 10.4777 -3.6926 -7.8036
H 8.8507 -0.2610 -11.8323
H 16.0907 1.4569 -11.9452
H 17.8388 -0.3104 -14.7944
H 18.4098 4.1682 -11.5134
H 17.4100 3.9073 -10.0642
H 17.1076 5.3173 -11.0923
H 14.9956 -1.5162 -9.6424
H 11.7717 5.9785 -15.2745
H 12.5041 -5.2612 -10.1891
H 9.3834 2.3525 -12.1481
H 12.4461 -0.4093 -16.3443
H 11.1153 3.1303 -14.1721
H 10.8884 -5.3628 -9.5208
H 11.4307 3.8133 -12.0374
H 12.6348 -2.0354 -16.6264
H 11.6332 4.5512 -16.2682
H 15.7762 -4.4234 -13.7448
H 14.7778 -1.8167 -7.9018
H 12.3917 5.3019 -12.4808
H 8.6340 0.7345 -8.9759
H 16.0853 -4.1545 -9.7968
H 16.6082 0.4994 -8.8456
H 10.6399 5.1852 -12.5922
H 10.2782 5.2652 -15.2804
H 16.7048 -0.4232 -13.4220
H 14.6658 -4.5655 -10.6960
H 12.1087 -5.9832 -8.6124
H 14.8451 -1.6072 -19.2403
*
```

The HOMO energy comes out at -7.32 eV. For the energy above the lowest of the compared OMol25 structures with the same formula, charge and spin, the calculation gives 2.3788 eV. As for the maximum force: 3.37 eV/A. As for the HOMO-LUMO gap: 9.15 eV.

Record 4
This record from the OMol25 dataset describes a cluster of 7 separate species, C24H68ClN6O4 in total at a distorted geometry. The level of theory is ωB97M-V/def2-TZVPD.

Structure (ORCA input):
```
! RIJCOSX wB97M-V def2-TZVPD def2/J DEFGRID3
* xyz 1 1
Cl 32.5163 18.0225 7.1900
O 33.3407 19.0034 7.8403
O 32.2529 18.2961 5.7821
O 33.1832 16.7511 7.3361
O 31.2672 17.9894 7.8946
N 31.5534 17.7549 10.7837
N 36.4610 17.8907 4.2700
N 33.9958 16.2893 4.1894
N 32.6427 16.0828 1.6904
N 29.1237 18.3811 12.3146
N 33.7223 19.1465 11.9964
C 31.9569 16.3894 -0.7560
C 29.4621 17.2907 13.2409
C 31.4548 16.7470 2.3063
C 28.5916 19.5451 13.0227
C 33.2425 20.4249 12.5671
C 32.9505 16.6647 0.3739
C 32.3731 14.6338 1.6297
C 34.5975 19.3642 10.8259
C 31.6247 18.2477 2.4036
C 36.8478 16.3234 6.2431
C 35.8932 20.1068 11.0729
C 38.7661 17.6275 3.2247
C 34.3335 18.3179 13.0652
C 33.5905 13.8365 1.1223
C 36.8521 17.7602 5.6867
C 34.7274 16.9524 12.5553
C 37.3289 17.1204 3.3754
C 32.0348 20.9925 11.8147
C 35.2417 20.0750 4.5164
C 28.3429 18.9294 10.0236
C 36.4590 19.3278 3.9586
C 30.3518 17.7173 14.4097
C 27.2558 19.3542 13.6903
C 28.3618 17.9160 11.1626
H 31.3356 20.2797 11.3951
H 28.4626 20.3590 12.3026
H 35.1199 21.0598 4.0710
H 36.1738 20.6608 10.1671
H 26.9827 20.0908 14.4451
H 35.1444 18.9036 13.5178
H 39.1781 18.1042 4.1180
H 27.1092 18.3791 14.1658
H 34.0658 21.1333 12.6996
H 28.5691 16.7976 13.6402
H 36.1346 18.2912 6.3108
H 34.6661 16.2138 13.3607
H 33.9924 19.9126 10.0999
H 29.9732 16.4966 12.6871
H 37.3214 16.3752 7.2249
H 37.8617 18.1695 5.8035
H 31.1426 18.4291 14.1819
H 26.4536 19.3863 12.9459
H 35.3254 20.1106 5.6022
H 29.3360 19.1886 9.6638
H 30.8193 16.8353 14.8532
H 32.4319 21.6262 11.0148
H 38.8406 18.3676 2.4260
H 31.4733 21.7040 12.4227
H 39.5167 16.8783 2.9657
H 28.7400 16.9443 10.8343
H 30.6540 17.9533 11.2978
H 34.6969 18.3836 10.3553
H 27.2957 17.7215 11.3596
H 30.9291 18.7488 3.0785
H 27.7653 19.8319 10.2407
H 37.4162 19.8236 4.1376
H 30.5490 16.4961 1.7470
H 35.8298 21.0027 11.6970
H 31.4073 18.7423 1.4517
H 33.0904 17.7413 0.4106
H 36.9207 17.2076 2.3645
H 33.8947 16.2004 0.0777
H 31.4293 18.0761 9.8193
H 33.3631 16.7580 4.8525
H 32.2817 16.7651 -1.7214
H 31.4940 14.4057 1.0235
H 31.0239 16.9016 -0.4936
H 35.7612 16.9498 12.2112
H 31.6711 16.7431 10.7311
H 34.8779 16.8376 4.2810
H 34.3175 19.5536 4.2572
H 27.7041 18.5384 9.2254
H 37.2888 16.0701 3.6518
H 36.7470 19.5109 11.3871
H 34.1662 15.3231 4.4626
H 33.6406 18.2287 13.9040
H 31.3493 16.3360 3.3150
H 34.0625 16.5107 11.8122
H 34.4804 14.0382 1.7181
H 37.5137 15.6529 5.6937
H 33.7982 13.9605 0.0636
H 32.1824 14.3018 2.6522
H 29.3783 19.9419 13.6652
H 36.3054 19.3889 2.8722
H 33.4624 16.2437 3.2729
H 33.3130 12.7967 1.3094
H 32.6223 18.5835 2.6956
H 29.7357 18.1141 15.2186
H 32.9796 20.3473 13.6299
H 31.7065 15.3299 -0.8252
H 32.3966 18.1782 11.2954
H 35.8825 15.8239 6.3139
*
```

The HOMO energy comes out at -11.34 eV. For the energy above the lowest of the compared OMol25 structures with the same formula, charge and spin, the calculation gives 0.0000 eV. As for the maximum force: 2.27 eV/A. As for the HOMO-LUMO gap: 9.74 eV.